Molecular formula: C35H43ClIrN2Si2
Method: DFT, ωB97M-V/def2-TZVPD

Computed properties:
- 2S+1 = 6
- net charge = +2
- expectation value of S² = 8.77
- energy relative to the best compared isomer or geometry (same formula, charge and spin) (kcal/mol) = 40.97
- frontier orbital gap (spin up / spin down) (eV) = 5.15 / 3.55
- lowest unoccupied orbital energy (spin up / spin down) (eV) = -5.438 / -9.511
- F_max (eV/A) = 7.060
- calculated total energy (Ha) = -2611.66603

Each line ends with the Mulliken charge.
CARTESIAN COORDINATES (ANGSTROEM)
C  0.372  -2.852  3.461  -0.554
C  1.127  -1.652  3.191  -1.487
C  0.201  -0.652  2.754  0.009
H  2.209  -1.539  3.262  0.489
C  -1.119  -1.217  2.714  -0.222
C  -1.019  -2.586  3.148  -0.464
H  -1.842  -3.279  3.260  0.706
H  0.769  -3.814  3.783  0.597
H  0.425  0.391  2.544  0.983
H  -2.026  -0.707  2.431  0.496
Ir  0.201  -2.308  1.425  0.234
Si  -0.507  0.547  -1.066  0.960
C  1.390  0.243  -1.024  2.051
C  2.101  -0.033  -2.200  -0.866
H  1.548  -0.375  -3.087  0.369
C  3.473  0.188  -2.262  -0.851
H  4.006  0.008  -3.189  0.473
C  4.163  0.632  -1.124  -0.802
H  5.237  0.820  -1.178  0.437
C  3.479  0.804  0.083  -1.279
H  4.015  1.079  0.998  0.459
C  2.098  0.613  0.124  0.289
H  1.591  0.749  1.084  0.235
C  -1.191  1.380  0.502  3.185
C  -0.449  2.369  1.170  -0.658
H  0.621  2.503  0.975  -0.024
C  -1.077  3.236  2.064  -0.970
H  -0.492  4.030  2.535  0.439
C  -2.434  3.078  2.354  -0.873
H  -2.939  3.780  3.012  0.413
C  -3.153  2.018  1.800  -0.716
H  -4.198  1.840  2.057  0.478
C  -2.528  1.166  0.895  -1.557
H  -3.102  0.335  0.468  0.438
H  -0.078  -1.074  0.311  -0.320
Si  -0.429  2.689  -2.085  -0.997
C  -1.671  3.929  -1.650  0.745
C  -1.183  5.240  -1.451  -0.377
H  -0.180  5.514  -1.773  0.480
C  -1.983  6.174  -0.780  -0.660
H  -1.583  7.164  -0.543  0.416
C  -3.287  5.837  -0.387  -0.519
H  -3.902  6.562  0.157  0.400
C  -3.800  4.564  -0.686  -0.458
H  -4.818  4.296  -0.384  0.422
C  -3.008  3.619  -1.332  -0.572
H  -3.381  2.618  -1.554  0.381
C  1.290  3.334  -2.288  0.350
C  2.082  3.874  -1.256  0.549
H  1.682  3.955  -0.245  0.440
C  3.393  4.270  -1.541  -0.751
H  4.011  4.681  -0.743  0.435
C  3.904  4.162  -2.841  -0.565
H  4.910  4.516  -3.070  0.422
C  3.124  3.586  -3.852  -0.631
H  3.523  3.477  -4.863  0.431
C  1.824  3.158  -3.583  -0.634
H  1.211  2.660  -4.342  0.436
H  -0.632  0.557  -2.493  -0.407
Cl  -2.055  -0.956  -1.214  -0.560
C  -2.777  -4.519  0.813  -0.896
N  -1.520  -5.040  1.348  0.301
C  -1.768  -5.919  2.483  -1.178
C  -0.598  -5.613  0.358  -1.190
C  0.773  -4.931  0.269  -0.840
N  0.719  -3.514  -0.241  0.502
C  2.100  -2.991  -0.406  -0.702
C  -0.009  -3.458  -1.532  -1.083
H  -3.423  -4.251  1.662  0.425
H  -3.286  -5.278  0.190  0.374
H  -2.598  -3.621  0.212  0.230
H  -2.254  -6.862  2.162  0.407
H  -0.822  -6.168  2.986  0.378
H  -2.437  -5.412  3.194  0.497
H  -0.377  -6.650  0.684  0.471
H  -1.078  -5.645  -0.638  0.429
H  1.221  -4.878  1.273  0.461
H  1.397  -5.526  -0.424  0.571
H  2.825  -3.807  -0.242  0.373
H  2.248  -2.550  -1.402  0.403
H  2.271  -2.198  0.345  0.253
H  0.408  -4.268  -2.161  0.398
H  -1.081  -3.611  -1.382  0.249
H  0.149  -2.492  -2.029  0.290


Molecular formula: C35H43ClP2Si2Ti
Method: DFT, ωB97M-V/def2-TZVPD

Computed properties:
- 2S+1 = 3
- expectation value of S² = 2.01
- frontier orbital gap (spin up / spin down) (eV) = 5.80 / 6.83
- lowest unoccupied orbital energy (spin up / spin down) (eV) = 0.456 / 0.346
- F_max (eV/A) = 3.589
- calculated total energy (Ha) = -3930.72699

Each line ends with the Mulliken charge.
CARTESIAN COORDINATES (ANGSTROEM)
C  3.373  -0.108  4.397  -0.952
C  3.695  0.357  3.090  -0.615
C  2.647  1.247  2.659  -0.312
H  4.592  0.111  2.525  0.484
C  1.654  1.308  3.694  -0.605
C  2.096  0.462  4.782  -0.733
H  1.648  0.412  5.777  0.985
H  3.992  -0.743  5.027  0.659
H  2.655  1.824  1.740  0.684
H  0.760  1.924  3.688  0.519
Ti  1.712  -0.754  3.015  -0.105
Si  0.343  -0.160  0.810  0.250
C  1.400  -0.540  -0.696  0.962
C  0.748  -1.076  -1.814  -0.352
H  -0.331  -1.232  -1.788  0.223
C  1.470  -1.394  -2.967  -0.758
H  0.945  -1.798  -3.832  0.511
C  2.849  -1.169  -3.016  -0.764
H  3.404  -1.391  -3.930  0.392
C  3.506  -0.652  -1.893  -0.501
H  4.581  -0.470  -1.924  0.396
C  2.793  -0.356  -0.725  -0.384
H  3.323  0.017  0.155  0.017
C  -0.162  1.645  0.636  1.071
C  0.457  2.479  -0.306  -0.277
H  1.186  2.063  -1.009  0.354
C  0.154  3.846  -0.334  -0.663
H  0.653  4.484  -1.061  0.398
C  -0.769  4.384  0.568  -0.557
H  -0.988  5.451  0.554  0.391
C  -1.407  3.545  1.491  -0.651
H  -2.131  3.956  2.193  0.423
C  -1.115  2.178  1.523  -0.667
H  -1.620  1.517  2.233  0.327
H  -0.952  -0.892  0.630  -0.372
Si  -3.167  0.173  -4.082  0.315
C  -3.488  1.985  -3.839  0.511
C  -3.104  2.916  -4.820  -0.139
H  -2.667  2.572  -5.764  0.356
C  -3.261  4.289  -4.582  -0.604
H  -2.939  5.005  -5.343  0.371
C  -3.825  4.737  -3.381  -0.487
H  -3.939  5.808  -3.195  0.380
C  -4.255  3.808  -2.425  -0.512
H  -4.721  4.148  -1.497  0.371
C  -4.099  2.437  -2.656  -0.494
H  -4.448  1.717  -1.910  0.284
C  -1.765  0.001  -5.290  0.400
C  -0.499  0.532  -5.007  -0.198
H  -0.326  1.074  -4.071  0.474
C  0.552  0.357  -5.915  -0.710
H  1.541  0.748  -5.667  0.405
C  0.339  -0.322  -7.124  -0.442
H  1.170  -0.470  -7.819  0.384
C  -0.938  -0.807  -7.431  -0.490
H  -1.116  -1.315  -8.385  0.363
C  -1.991  -0.647  -6.518  -0.418
H  -2.995  -1.016  -6.751  0.313
H  -4.357  -0.546  -4.592  -0.233
Cl  -2.763  -0.620  -2.227  -0.209
C  -0.959  -0.717  5.009  -1.314
P  0.707  -1.471  5.150  1.057
C  0.591  -2.050  6.843  -1.566
C  2.110  -3.035  4.616  -1.267
C  1.550  -3.971  3.592  -0.895
P  0.579  -2.941  2.379  0.814
C  1.024  -3.634  0.759  -0.883
C  -1.095  -3.513  2.782  -1.564
H  -1.135  -0.172  5.944  0.509
H  -1.721  -1.497  4.921  0.372
H  -1.066  -0.021  4.170  0.051
H  0.338  -3.131  6.812  0.368
H  1.553  -1.894  7.346  0.365
H  -0.207  -1.506  7.369  0.468
H  3.032  -2.537  4.269  0.290
H  2.325  -3.533  5.565  0.661
H  2.321  -4.493  3.001  0.480
H  0.867  -4.730  4.004  0.369
H  0.424  -4.528  0.545  0.494
H  0.865  -2.883  -0.029  -0.011
H  2.093  -3.878  0.782  0.330
H  -1.129  -3.935  3.796  0.423
H  -1.797  -2.668  2.701  0.225
H  -1.365  -4.304  2.072  0.457